Entry 1:
Density functional theory data (wB97M-V/def2-TZVPD) for a structure of composition C28H28BF5N2O8RuSTe.

Structure (ORCA input):
```
! wB97M-V def2-TZVPD RIJCOSX def2/J DEFGRID3
* xyz -1 2
Ru 1.84612 0.02362 1.50609
C 4.00581 2.96277 2.14375
O 2.83539 2.24558 2.54569
C 2.55634 2.09857 3.84343
C 3.31558 2.60229 4.89575
C 2.88718 2.39344 6.19885
C 1.71500 1.70059 6.46728
C 0.95456 1.20688 5.41702
C 1.37978 1.39339 4.11683
N 0.64393 0.94852 2.95099
N -0.57300 0.74841 3.19541
C -1.50614 0.42806 2.22090
C -1.29416 0.56511 0.84713
O -0.15014 1.05552 0.48503
C -2.32088 0.22296 -0.08778
C -3.50490 -0.23451 0.37609
C -3.77793 -0.37140 1.77566
C -5.02512 -0.85128 2.22506
C -5.29129 -0.97576 3.56210
C -4.30491 -0.60985 4.49654
C -3.08301 -0.14573 4.08557
C -2.78399 -0.02068 2.70902
H 3.92764 3.99297 2.49894
H 4.02562 2.91247 1.06049
H 4.89578 2.47374 2.53979
H 4.22835 3.14297 4.69505
H 3.48040 2.78402 7.01634
H 1.39572 1.54078 7.48828
H 0.03453 0.66817 5.59653
H -2.12029 0.33438 -1.14450
H -4.28755 -0.50369 -0.32479
H -5.77336 -1.11909 1.48768
H -6.24880 -1.35089 3.89918
H -4.51527 -0.69259 5.55604
H -2.33477 0.13895 4.81201
C -1.07160 -0.72005 -7.52550
C -0.59078 -1.38605 -6.23693
C -1.52716 -2.55886 -5.91991
C 0.82732 -1.92327 -6.48036
C -0.56094 -0.41344 -5.05504
C -0.93519 0.91700 -5.16685
C -0.81872 1.82256 -4.09615
C -0.31265 1.34730 -2.91584
O -0.08164 2.01455 -1.75585
B 0.56274 1.06726 -0.85953
O 0.52752 -0.23013 -1.53585
C 0.04438 0.00652 -2.78689
C -0.06992 -0.88171 -3.81899
H -1.03538 -1.44495 -8.34280
H -0.43884 0.12612 -7.79939
H -2.10075 -0.36442 -7.43770
H -1.49222 -3.30539 -6.71935
H -2.55820 -2.21246 -5.81713
H -1.24338 -3.04950 -4.98818
H 0.84036 -2.56867 -7.36369
H 1.19386 -2.49756 -5.62914
H 1.52745 -1.10031 -6.63545
H -1.32046 1.29284 -6.10486
H -1.09658 2.86270 -4.20665
H 0.24989 -1.90495 -3.67254
F 3.12724 -1.12466 -2.58230
Te 3.42368 0.33429 -1.24814
F 3.76353 0.39893 1.19751
F 2.88051 1.29690 -2.78716
F 4.47584 2.02100 -1.01918
F 2.51110 -1.23610 0.14904
O 1.93231 1.36597 -0.36798
C -0.08185 -2.60613 3.71736
S 1.07967 -2.40001 2.41736
O 1.51732 -3.69687 2.03185
O 0.41704 -1.53863 1.38330
O 2.13726 -1.46129 2.92191
H -0.95739 -3.10286 3.30153
H -0.36032 -1.63181 4.11390
H 0.38272 -3.22255 4.48410
*
```

## Properties
- Molecular weight: 887.1 g/mol
- DFT total energy: -3080.7492 Eh
- Highest occupied orbital energy (alpha / beta): -5.1 / -5.1 eV
- Gap between HOMO and LUMO (alpha / beta): 6.302 / 6.303 eV
- LUMO level (alpha / beta): 0.044 / 0.045 Eh



Entry 2:
Density functional theory data (wB97M-V/def2-TZVPD) for a structure of composition C5H6O2.

Structure (ORCA input):
```
! wB97M-V def2-TZVPD RIJCOSX def2/J DEFGRID3
* xyz 0 1
C -0.87451 -0.77074 0.08937
C 0.36805 -0.66093 -0.88465
C 0.31738 -0.33262 1.01455
C 0.63286 1.03395 0.55831
C 0.66451 0.84133 -0.80944
H -1.47081 0.93425 -0.04485
H -1.14434 -1.79352 0.17293
H 0.35295 -1.26777 -1.82661
H 0.29180 -0.46754 2.10685
H 0.86189 2.00100 1.08359
H 0.76844 1.59032 -1.53038
O -1.94363 0.07532 -0.05376
O 1.17540 -1.18305 0.12409
*
```

## Properties
- Molecular weight: 98.1 g/mol
- DFT total energy: -344.4859 Eh
- Highest occupied orbital energy: -9.8 eV
- Gap between HOMO and LUMO: 10.670 eV
- LUMO level: 0.032 Eh



> What is the formula in the first record?

C28H28BF5N2O8RuSTe